Record 1
Formula: C51H73N5O30
Source: OMol25
Level of theory: ωB97M-V/def2-TZVPD

Calculated values
HOMO-LUMO gap = 9.575 eV
M = 1236.2 g/mol
E_LUMO = 0.0730 eV

Geometry as ORCA input:
```
! wB97M-V def2-TZVPD RIJCOSX def2/J DEFGRID3
* xyz 0 1
N -1.937 -3.725 0.314
C -2.339 -2.714 1.061
C -3.159 -1.669 0.591
C -3.553 -1.675 -0.757
C -3.196 -2.782 -1.504
C -2.348 -3.791 -0.954
H -2.002 -2.716 2.073
H -3.494 -0.851 1.247
H -4.144 -0.922 -1.232
H -3.472 -2.844 -2.535
H -2.054 -4.647 -1.523
C 1.920 2.316 -4.888
C 2.939 1.328 -5.473
C 2.786 -0.021 -4.794
C 2.915 0.066 -3.374
N 3.086 0.246 -2.270
H 0.874 1.968 -5.081
H 1.962 3.345 -5.236
H 2.021 2.385 -3.763
H 3.934 1.754 -5.431
H 2.790 1.156 -6.534
H 3.425 -0.767 -5.265
H 1.810 -0.521 -5.055
C -2.882 1.958 -5.876
C -2.561 1.404 -4.466
C -2.618 -0.088 -4.429
C -1.500 -0.659 -5.164
N -0.619 -1.034 -5.807
H -2.292 1.533 -6.703
H -2.773 3.023 -5.958
H -3.949 1.837 -6.008
H -3.191 1.916 -3.770
H -1.517 1.654 -4.161
H -3.551 -0.552 -4.792
H -2.443 -0.395 -3.397
C -0.915 -7.366 0.751
C 0.564 -6.924 0.784
C 0.730 -5.376 0.923
C 0.594 -4.644 -0.337
N 0.661 -4.171 -1.382
H -1.049 -8.377 0.392
H -1.593 -6.716 0.214
H -1.260 -7.438 1.796
H 1.033 -7.154 -0.184
H 1.143 -7.408 1.555
H 1.792 -5.256 1.196
H 0.011 -5.008 1.623
C 5.913 1.588 4.110
C 4.969 2.383 5.073
C 3.546 2.598 4.465
C 2.912 1.368 4.084
N 2.238 0.470 3.944
H 6.006 2.216 3.191
H 5.411 0.674 3.780
H 6.915 1.285 4.479
H 5.477 3.338 5.223
H 4.872 1.847 6.025
H 3.438 3.309 3.658
H 2.959 3.031 5.284
C 2.714 -2.478 4.544
C 1.230 -2.390 4.106
O 1.254 -2.126 2.694
C 2.538 -2.189 2.226
O 2.817 -2.171 1.020
O 3.439 -2.271 3.228
H 2.908 -3.513 4.905
H 3.105 -1.766 5.264
H 0.649 -1.571 4.531
H 0.806 -3.423 4.180
C 3.862 -3.495 -1.564
C 4.983 -4.487 -1.944
O 5.305 -4.138 -3.297
C 4.295 -3.392 -3.872
O 4.267 -3.111 -5.001
O 3.449 -3.028 -2.870
H 4.226 -2.726 -0.883
H 2.964 -3.981 -1.124
H 4.601 -5.496 -1.992
H 5.876 -4.463 -1.322
C -7.279 3.027 0.856
C -6.997 1.552 0.669
O -7.439 1.416 -0.675
C -7.500 2.603 -1.330
O -7.731 2.680 -2.506
O -7.210 3.572 -0.462
H -6.616 3.605 1.519
H -8.311 3.137 1.197
H -7.687 1.019 1.332
H -5.986 1.140 0.715
C 5.799 0.836 -0.023
C 4.518 0.504 0.702
O 3.921 1.840 0.796
C 4.857 2.814 0.711
O 4.565 3.978 0.952
O 6.010 2.268 0.271
H 5.728 0.601 -1.103
H 6.626 0.272 0.396
H 4.652 0.160 1.767
H 3.843 -0.158 0.128
C -0.501 -4.235 -4.755
C 1.094 -4.168 -4.467
O 1.420 -5.513 -4.022
C 0.277 -6.081 -3.552
O 0.189 -6.998 -2.783
O -0.794 -5.410 -4.089
H -0.796 -4.278 -5.797
H -0.916 -3.363 -4.295
H 1.402 -3.549 -3.632
H 1.705 -3.944 -5.348
C 0.938 3.932 -0.837
C 1.864 5.197 -0.794
O 1.920 5.485 0.623
C 1.464 4.422 1.310
O 1.401 4.287 2.535
O 1.038 3.427 0.487
H 1.211 3.177 -1.606
H -0.127 4.145 -1.064
H 1.378 6.081 -1.237
H 2.874 4.987 -1.227
C -2.350 4.558 -2.867
C -3.724 4.307 -2.282
O -3.905 5.441 -1.402
C -2.881 6.287 -1.414
O -2.778 7.283 -0.781
O -1.926 5.798 -2.258
H -2.414 4.660 -3.964
H -1.613 3.798 -2.636
H -3.860 3.390 -1.687
H -4.533 4.342 -3.039
C -1.153 2.762 3.898
C -0.981 4.108 4.596
O -2.257 4.444 5.055
C -3.108 3.464 4.800
O -4.307 3.432 5.111
O -2.539 2.467 4.236
H -0.514 1.965 4.318
H -1.030 2.781 2.789
H -0.500 4.928 4.033
H -0.366 3.984 5.452
C -3.468 -0.372 6.881
C -4.659 -0.285 5.936
O -4.053 -0.506 4.684
C -2.709 -0.578 4.754
O -1.946 -0.744 3.767
O -2.343 -0.387 6.010
H -3.430 -1.312 7.428
H -3.369 0.427 7.577
H -5.134 0.638 5.980
H -5.398 -1.111 6.097
C 0.044 0.417 1.474
C 0.445 -0.339 0.199
O -0.278 0.455 -0.822
C -1.232 1.177 -0.279
O -2.117 1.801 -0.781
O -1.111 1.173 1.038
H 0.846 1.075 1.807
H -0.252 -0.186 2.331
H 0.070 -1.349 0.159
H 1.503 -0.232 -0.126
*
```

Record 2
Formula: C51H76O17
Source: OMol25
Level of theory: ωB97M-V/def2-TZVPD

Calculated values
HOMO-LUMO gap = 8.102 eV
M = 961.2 g/mol
E_LUMO = 0.2190 eV

Geometry as ORCA input:
```
! wB97M-V def2-TZVPD RIJCOSX def2/J DEFGRID3
* xyz 0 1
C 1.596 2.907 5.295
C 2.868 3.246 5.718
C 4.014 2.996 4.905
C 3.829 2.209 3.756
C 2.554 1.887 3.318
C 1.394 2.293 4.001
O 0.158 2.091 3.408
O 5.214 3.554 5.268
H 0.646 3.111 5.889
H 2.963 3.913 6.567
H 4.693 1.920 3.201
H 2.425 1.242 2.440
H -0.569 2.419 4.022
H 5.849 3.434 4.552
C -0.743 -2.964 3.940
C -1.590 -2.474 4.951
C -1.206 -1.376 5.683
C -0.111 -0.624 5.390
C 0.695 -1.014 4.343
C 0.447 -2.240 3.711
O 1.450 -2.624 2.834
O -1.976 -1.095 6.740
H -0.883 -3.870 3.391
H -2.523 -3.023 5.209
H 0.196 0.342 5.834
H 1.513 -0.379 4.106
H 1.148 -3.215 2.054
H -1.481 -0.463 7.260
C -2.369 2.883 -2.109
C -2.675 3.069 -0.784
C -1.672 2.984 0.177
C -0.362 2.768 -0.206
C -0.080 2.668 -1.560
C -1.069 2.721 -2.524
O -0.623 2.382 -3.778
O -2.066 3.020 1.489
H -3.063 2.800 -2.911
H -3.711 3.163 -0.509
H 0.502 2.667 0.507
H 0.938 2.630 -1.846
H 0.280 2.713 -3.851
H -1.422 2.507 1.991
C 4.023 -3.552 -0.719
C 2.917 -3.683 0.027
C 1.628 -3.725 -0.540
C 1.532 -3.776 -1.924
C 2.703 -3.671 -2.707
C 3.905 -3.414 -2.154
O 5.058 -3.107 -2.818
O 0.621 -3.892 0.387
H 5.016 -3.648 -0.271
H 3.078 -3.775 1.094
H 0.615 -3.968 -2.503
H 2.610 -3.698 -3.801
H 4.773 -2.751 -3.666
H -0.292 -3.737 0.007
C 3.371 2.777 -0.055
C 3.237 4.095 -0.497
C 4.332 4.928 -0.601
C 5.548 4.388 -0.319
C 5.679 3.110 0.081
C 4.605 2.266 0.193
O 4.796 0.938 0.486
O 4.244 6.251 -0.912
H 2.522 2.127 -0.022
H 2.242 4.456 -0.764
H 6.465 5.007 -0.404
H 6.694 2.668 0.224
H 3.952 0.408 0.521
H 3.390 6.674 -0.681
C 1.166 -0.514 -0.890
C 0.027 -0.502 -1.696
C -1.236 -0.467 -1.139
C -1.306 -0.453 0.281
C -0.189 -0.380 1.068
C 1.106 -0.444 0.478
O 2.314 -0.495 1.146
O -2.357 -0.457 -1.899
H 2.214 -0.577 -1.322
H 0.251 -0.583 -2.723
H -2.295 -0.545 0.851
H -0.387 -0.262 2.108
H 2.158 -1.206 1.807
H -2.190 -0.182 -2.820
C -2.950 2.850 6.526
C -3.421 2.633 5.056
C -4.773 3.227 4.842
O -2.419 3.139 4.203
H -3.625 2.286 7.145
H -2.964 3.931 6.815
H -1.995 2.429 6.744
H -3.477 1.560 4.901
H -4.959 3.262 3.789
H -4.863 4.283 5.200
H -5.555 2.678 5.343
H -2.757 3.361 3.326
C 2.415 1.094 -4.361
C 3.742 0.426 -4.403
C 4.688 0.561 -3.163
O 3.515 -0.955 -4.604
H 2.479 2.161 -4.041
H 1.751 0.627 -3.531
H 1.831 0.989 -5.341
H 4.181 0.867 -5.311
H 5.656 0.138 -3.407
H 4.324 -0.025 -2.331
H 4.747 1.565 -2.711
H 3.262 -1.105 -5.545
C -2.450 -2.188 -5.524
C -1.410 -1.347 -4.827
C -0.099 -1.349 -5.564
O -1.837 0.024 -4.575
H -2.459 -2.034 -6.612
H -3.515 -2.034 -5.224
H -2.246 -3.226 -5.389
H -1.144 -1.829 -3.812
H -0.238 -0.771 -6.470
H 0.273 -2.313 -5.813
H 0.689 -0.963 -4.909
H -1.022 0.504 -4.255
C -1.877 -5.734 -1.340
C -1.997 -4.294 -1.923
C -3.368 -4.093 -2.502
O -1.681 -3.505 -0.785
H -0.908 -5.910 -0.777
H -2.024 -6.470 -2.152
H -2.596 -5.759 -0.478
H -1.341 -4.056 -2.777
H -3.422 -4.587 -3.422
H -3.596 -3.030 -2.754
H -4.133 -4.562 -1.937
H -1.707 -2.556 -1.020
C -5.905 0.243 -1.357
C -5.616 -1.176 -1.677
C -5.254 -2.086 -0.457
O -6.849 -1.638 -2.301
H -4.989 0.623 -0.983
H -6.713 0.257 -0.703
H -6.106 0.801 -2.205
H -4.774 -1.261 -2.448
H -4.213 -2.019 -0.286
H -5.467 -3.092 -0.691
H -5.770 -1.761 0.473
H -6.793 -2.601 -2.447
*
```

Record 3
Formula: C51H77BClN10O5S
Source: OMol25
Level of theory: ωB97M-V/def2-TZVPD

Calculated values
HOMO-LUMO gap = 6.319 eV
M = 988.6 g/mol
E_LUMO = -3.0841 eV
ΔE to the lowest compared entry with this formula, charge and spin = 0.7394 eV

Geometry as ORCA input:
```
! wB97M-V def2-TZVPD RIJCOSX def2/J DEFGRID3
* xyz 1 1
C -0.714 4.236 -0.202
O -1.480 3.190 -0.773
C -0.758 2.415 -1.707
C -0.004 1.212 -1.089
C -0.166 1.079 0.417
C 0.203 -0.318 0.918
C 0.871 -0.377 2.302
C -0.031 -0.330 3.548
N -1.411 -0.880 3.299
C -2.431 0.125 2.804
C -3.870 -0.262 3.191
C -4.849 0.072 2.050
C -6.022 0.991 2.489
C -5.991 2.377 1.836
S -5.518 3.749 2.905
O -6.434 4.801 2.665
O -4.153 4.078 2.632
Cl -5.643 3.126 4.844
C -2.161 1.567 3.258
O -0.802 1.916 3.341
C -0.159 1.020 4.230
B 1.211 1.585 4.822
C 1.324 3.019 5.423
O 2.350 0.787 4.749
H -0.722 5.131 -0.821
H 0.306 3.896 -0.027
H -1.132 4.496 0.765
H -1.468 2.052 -2.443
H -0.039 3.043 -2.233
H 1.063 1.233 -1.294
H -0.407 0.305 -1.535
H 0.375 1.850 0.952
H -1.207 1.267 0.652
H 0.928 -0.725 0.218
H -0.653 -0.989 0.857
H 1.641 0.383 2.340
H 1.388 -1.333 2.339
H 0.437 -0.976 4.284
H -1.378 -1.687 2.674
H -1.752 -1.251 4.188
H -2.407 0.081 1.728
H -4.121 0.276 4.099
H -3.933 -1.323 3.424
H -4.350 0.584 1.233
H -5.254 -0.835 1.623
H -6.927 0.510 2.137
H -6.105 1.023 3.567
H -5.310 2.422 0.997
H -6.980 2.602 1.457
H -2.605 2.219 2.512
H -2.682 1.794 4.189
H -0.837 0.872 5.090
H 0.342 3.408 5.671
H 1.756 3.661 4.656
H 1.971 3.008 6.291
H 2.405 0.208 5.531
N -0.758 -0.467 -4.919
C -1.511 0.074 -5.927
C -2.720 -0.567 -5.938
C -2.700 -1.529 -4.892
C -1.478 -1.440 -4.281
H 0.178 -0.190 -4.683
H -1.122 0.864 -6.547
H -3.531 -0.369 -6.618
H -3.492 -2.208 -4.621
H -1.058 -1.985 -3.452
N -10.059 1.781 -1.527
C -8.795 2.092 -1.114
C -7.950 1.111 -1.566
C -8.738 0.172 -2.283
C -10.032 0.614 -2.242
H -10.881 2.324 -1.335
H -8.607 2.983 -0.539
H -6.884 1.074 -1.405
H -8.395 -0.723 -2.776
H -10.932 0.201 -2.662
N -12.135 -1.995 -4.238
C -12.283 -2.368 -5.547
C -11.376 -3.359 -5.805
C -10.654 -3.597 -4.605
C -11.145 -2.741 -3.655
H -12.672 -1.284 -3.778
H -13.018 -1.898 -6.177
H -11.244 -3.860 -6.749
H -9.866 -4.315 -4.456
H -10.878 -2.600 -2.621
N 5.296 -0.122 3.957
C 6.603 0.186 4.220
C 7.382 -0.816 3.705
C 6.511 -1.763 3.102
C 5.232 -1.303 3.275
H 4.495 0.428 4.213
H 6.864 1.090 4.746
H 8.457 -0.862 3.751
H 6.791 -2.672 2.597
H 4.282 -1.710 2.970
N 2.569 0.277 -8.184
C 2.234 0.092 -6.872
C 3.291 0.511 -6.106
C 4.300 0.972 -6.994
C 3.823 0.815 -8.267
H 1.983 0.052 -8.968
H 1.280 -0.325 -6.601
H 3.339 0.489 -5.029
H 5.264 1.370 -6.727
H 4.267 1.040 -9.221
N 1.721 -5.289 -4.660
C 0.819 -4.343 -4.261
C -0.162 -4.977 -3.545
C 0.166 -6.359 -3.508
C 1.334 -6.518 -4.204
H 2.544 -5.108 -5.206
H 0.950 -3.307 -4.520
H -1.021 -4.504 -3.098
H -0.392 -7.145 -3.028
H 1.919 -7.397 -4.413
N 9.920 0.005 -0.207
C 8.979 0.408 0.700
C 8.951 1.778 0.691
C 9.910 2.216 -0.261
C 10.490 1.099 -0.799
H 10.157 -0.949 -0.407
H 8.413 -0.307 1.270
H 8.312 2.397 1.299
H 10.147 3.234 -0.521
H 11.256 0.989 -1.547
N 7.437 0.442 7.544
C 7.243 0.154 8.868
C 8.403 0.447 9.535
C 9.331 0.934 8.576
C 8.706 0.919 7.358
H 6.756 0.318 6.817
H 6.303 -0.233 9.220
H 8.568 0.327 10.592
H 10.342 1.256 8.760
H 9.054 1.205 6.380
N 3.308 -0.325 -0.734
C 2.991 -0.715 -2.010
C 3.827 -1.744 -2.350
C 4.679 -1.986 -1.238
C 4.333 -1.099 -0.255
H 2.862 0.419 -0.230
H 2.206 -0.227 -2.562
H 3.830 -2.265 -3.293
H 5.457 -2.728 -1.169
H 4.725 -0.945 0.736
*
```